Computed, not measured: C19H18F2N4O2 in the gas phase at a distorted geometry, with wB97M-V/def2-TZVPD.

Geometry (Å):
1 F -4.79752 -4.10666 -6.48966
2 F -7.19213 -3.68776 -2.37252
3 N 5.82771 3.08845 4.19632
4 N 4.57142 2.63402 4.43888
5 O 4.43434 4.29201 2.95074
6 O -2.25004 -1.56036 -2.15822
7 C 5.71502 4.05157 3.34637
8 C 3.75766 3.36320 3.70869
9 C -6.04584 -3.99032 -4.40765
10 C -0.23970 -1.80897 -0.73173
11 C -1.63760 0.18450 -0.72290
12 C -3.67652 -3.59121 -4.46273
13 C -4.81794 -3.39194 -2.39164
14 C 0.56005 -1.18612 0.25271
15 C -0.86358 0.76066 0.27253
16 C -4.85347 -3.89557 -5.13352
17 C -6.03159 -3.67044 -3.03893
18 C -1.38998 -1.10769 -1.20995
19 C -3.59359 -3.37484 -3.07582
20 C 0.25442 0.12220 0.75047
21 N 6.75990 4.80079 2.90834
22 N 1.64361 3.26250 2.23523
23 C -2.27583 -2.95267 -2.40521
24 C 2.21988 3.19270 3.59546
25 C 2.61044 0.82426 1.70119
26 C 1.07184 0.78225 1.82914
27 C 1.78646 2.07592 1.36926
28 H -6.99373 -4.18768 -4.85681
29 H 0.01173 -2.76774 -1.12084
30 H -2.45762 0.73957 -1.13614
31 H -2.78357 -3.50322 -5.00354
32 H -4.80296 -3.12582 -1.34514
33 H 1.46966 -1.72910 0.63114
34 H -1.03916 1.76800 0.65743
35 H 6.57830 5.37121 2.08125
36 H 7.68306 4.44256 3.09897
37 H 2.00807 4.07284 1.73767
38 H -2.15587 -3.53343 -1.48650
39 H -1.41640 -3.18744 -3.04415
40 H 1.93851 2.23969 4.06281
41 H 1.77082 3.99093 4.21899
42 H 3.11635 0.37316 0.80417
43 H 3.23516 0.84432 2.62269
44 H 0.56527 0.74632 2.80874
45 H 1.72495 2.33534 0.31439

HOMO level   -8.200 eV
Kohn-Sham gap   8.79 eV
Total energy   -35482.8752 eV
Maximum force   2.7 eV Å⁻¹
SMILES   Nc1nnc(CN[C@H]2C[C@@H]2c2ccc(OCc3cc(F)cc(F)c3)cc2)o1